Formula: C15H35AlCl4F5ILiNO11PSV2
Source: the Open Molecules 2025 dataset
Level of theory: the ωB97M-V functional and the def2-TZVPD basis

Geometry as XYZ:
```
78
Properties=species:S:1:pos:R:3:mulliken_charge:R:1
C -2.073 -2.126 4.051 -0.50
O -0.817 -2.551 3.414 -0.23
C -0.821 -2.293 1.957 -0.63
P 1.007 -1.888 1.481 -0.15
C 0.893 -0.147 2.261 -0.11
C 1.800 0.074 3.608 -0.50
C 1.159 -0.553 4.985 -0.60
I 3.868 -0.625 3.467 0.04
C 0.291 -1.131 -0.166 -0.98
S 1.659 -0.565 -1.349 1.08
O 2.028 -1.681 -2.374 -0.62
O 1.160 0.654 -2.218 -0.64
C 1.274 -3.603 0.643 -0.40
Cl 3.097 -3.677 0.148 -0.13
C 0.955 -4.884 1.615 0.44
C 2.213 -5.957 1.754 -1.12
Cl -0.413 -5.855 0.742 -0.26
H -2.896 -1.741 3.314 0.25
H -1.780 -1.332 4.889 0.13
H -2.513 -3.060 4.648 0.20
H -1.265 -3.213 1.349 -0.07
H -1.521 -1.373 1.663 0.49
H 2.315 -1.516 0.975 0.19
H 1.534 -2.463 2.693 0.12
H 1.203 0.687 1.466 0.24
H -0.225 0.131 2.564 -0.16
H 1.852 1.254 3.781 0.49
H 1.186 -1.730 5.042 0.18
H 1.860 -0.173 5.873 0.38
H 0.081 -0.156 5.242 -0.03
H -0.328 -0.142 0.086 0.38
H -0.483 -1.867 -0.690 0.11
H 2.852 -0.191 -0.700 0.21
H 0.678 -3.738 -0.365 0.44
H 0.629 -4.608 2.708 0.24
H 3.117 -5.527 2.376 0.29
H 1.779 -6.862 2.400 0.35
H 2.549 -6.408 0.703 0.30
C -2.404 2.768 3.550 -0.57
C -2.317 1.895 4.792 0.45
N -2.246 1.171 5.822 -0.54
H -3.184 2.391 2.883 0.32
H -2.644 3.796 3.834 0.20
H -1.447 2.758 3.021 0.19
O -2.568 -2.354 -0.975 -0.62
H -2.330 -3.280 -0.819 0.30
H -3.524 -2.328 -0.815 0.29
Li 1.232 2.078 -3.971 0.87
O -1.197 4.691 -0.694 -0.73
V -0.677 5.401 -2.215 1.43
O -0.157 6.111 -3.735 -0.73
C -0.885 7.529 2.155 -0.83
C -1.097 6.380 3.126 0.99
O -2.292 6.194 3.488 -0.53
O -0.046 5.758 3.447 -0.37
H -1.830 8.028 1.916 0.29
H -0.207 8.266 2.594 0.31
H -0.448 7.153 1.225 0.17
O -0.876 7.194 -4.759 -0.69
V -1.934 8.124 -5.809 1.47
O -2.992 9.054 -6.859 -0.74
Cl -1.833 -2.790 -7.913 -0.19
C -0.510 -2.061 -6.970 -0.38
C -0.970 -0.849 -6.175 -0.39
Cl -1.384 0.528 -7.226 -0.21
H 0.300 -1.806 -7.661 0.32
H -0.144 -2.835 -6.288 0.32
H -0.166 -0.511 -5.514 0.21
H -1.844 -1.080 -5.558 0.35
O -5.082 -1.205 -7.624 -0.62
H -5.298 -0.960 -8.537 0.31
H -4.113 -1.192 -7.602 0.29
F -0.094 6.760 5.328 -0.35
F 6.498 -3.570 -2.120 -0.47
Al 5.861 -1.988 -2.699 0.79
F 4.835 -2.251 -4.156 -0.47
F 7.237 -0.906 -3.122 -0.47
F 4.875 -1.226 -1.399 -0.37
```

Output
Net charge ... -1
LUMO energy ... -3.7 eV
Calculated total energy ... -190199.440 eV
Multiplicity ... 1